This record from the OMol25 dataset describes C37H51N4OP2Sr as an isolated structure at a distorted geometry. The level of theory is wB97M-V/def2-TZVPD.

CARTESIAN COORDINATES (ANGSTROEM)
C 1.6939 -1.9040 -0.9867
C 1.6650 0.3043 -1.7566
C 2.6523 -2.2590 -1.9399
C 2.4456 -0.0794 -2.8898
C 2.9654 -1.3588 -2.9612
H 3.0704 -3.2594 -1.9127
H 2.6615 0.7007 -3.6230
H 3.6189 -1.6581 -3.7796
N 1.1901 -0.6590 -0.8768
P -0.3960 -2.7751 0.7489
P 1.2301 2.5254 0.0090
C 1.2677 -2.9951 0.0060
H 1.3137 -3.9651 -0.5205
H 2.0195 -3.0455 0.8149
C 1.4213 1.7007 -1.5265
H 1.3961 2.3198 -2.4304
C -0.2143 3.8470 -0.2931
C 2.9894 3.3241 0.0468
C -1.4892 -3.6217 -0.5685
C -0.1559 -3.7766 2.3363
C -1.5100 3.3279 0.3721
H -1.3584 3.0565 1.4316
H -2.2614 4.1361 0.3643
H -1.9789 2.4861 -0.1766
C 0.1596 5.1734 0.3873
H 0.3039 5.0536 1.4711
H 1.0592 5.6338 -0.0398
H -0.6695 5.8883 0.2427
C -0.4812 4.1003 -1.7827
H -1.2512 4.8883 -1.8680
H 0.4128 4.4561 -2.3143
H -0.8746 3.2161 -2.3055
C 3.1951 4.0223 1.3967
H 3.1135 3.3148 2.2323
H 4.2129 4.4415 1.3986
H 2.4881 4.8442 1.5582
C 4.0228 2.1831 -0.0948
H 3.7513 1.2998 0.5005
H 4.1455 1.8789 -1.1413
H 5.0034 2.5506 0.2533
C 3.1969 4.3290 -1.0941
H 2.9548 3.9096 -2.0794
H 2.6483 5.2730 -0.9665
H 4.2694 4.5842 -1.0941
C -1.5191 -4.0222 2.9987
H -1.3443 -4.5063 3.9720
H -2.0648 -3.0857 3.1853
H -2.1575 -4.6961 2.4093
C 0.7143 -2.9143 3.2732
H 1.6879 -2.6555 2.8381
H 0.2052 -1.9853 3.5604
H 0.9049 -3.4906 4.1916
C 0.5425 -5.1197 2.0936
H 0.6981 -5.5943 3.0731
H -0.0630 -5.8073 1.4947
H 1.5257 -5.0136 1.6207
C -1.2405 -2.9502 -1.9354
H -2.0158 -3.2951 -2.6404
H -1.3126 -1.8515 -1.9009
H -0.2641 -3.2254 -2.3597
C -2.9644 -3.4235 -0.1711
H -3.2445 -2.3603 -0.1099
H -3.5930 -3.8889 -0.9461
H -3.2018 -3.9048 0.7866
C -1.1937 -5.1199 -0.6950
H -0.1325 -5.3420 -0.8631
H -1.5510 -5.6896 0.1714
H -1.7418 -5.4988 -1.5720
Sr -0.9332 0.2249 0.5321
C 1.8765 0.4550 1.9146
O 2.6204 0.2176 2.7609
N -3.1951 0.1709 -1.2445
C -3.3149 0.3607 -2.4059
C -3.1667 0.7016 -3.7885
C -4.2709 0.6891 -4.6516
C -1.8916 1.0248 -4.3023
C -4.1011 0.9336 -6.0189
H -5.2493 0.4590 -4.2430
C -1.7243 1.2801 -5.6660
H -1.0230 1.0418 -3.6393
C -2.8243 1.1966 -6.5337
H -4.9529 0.9057 -6.6943
H -0.7334 1.5318 -6.0525
H -2.6761 1.3365 -7.6089
N 0.2997 -0.4389 8.2726
C -0.0029 -0.1162 7.1908
C -0.3790 0.2601 5.8498
C -1.4570 -0.3627 5.2118
C -1.7328 -0.0419 3.8827
N -0.9516 0.8081 3.1691
C -0.0169 1.5215 3.8368
C 0.3182 1.2599 5.1606
H -2.0788 -1.0859 5.7452
H -2.6105 -0.4611 3.3709
H 0.4803 2.3302 3.2839
H 1.1192 1.8252 5.6440

The charge is +1. As for the HOMO energy: -8.47 eV. The orbital gap is 5.09 eV. The energy above the lowest of the compared OMol25 structures with the same formula, charge and spin is 12.6 kcal per mole. The LUMO energy is -3.379 eV.